--- A ---
Density functional theory data (ωB97M-V with the def2-TZVPD basis set) for a cluster of 2 separate species, CH6N3S in total.

Geometry as XYZ:
```
11
Properties=species:S:1:pos:R:3:lowdin_charge:R:1
S -0.87904 -0.33288 2.66756 -0.11
H -2.00345 -0.66868 3.31137 -0.45
N 0.46910 -1.04120 -0.44859 0.09
C 0.44118 0.26476 -0.90825 -0.68
N 0.20439 1.19561 0.05087 0.10
N 0.61937 0.61083 -2.14079 0.03
H 0.05197 -1.71920 -1.06073 0.08
H 0.16294 -1.16036 0.51388 -0.04
H -0.11030 0.90172 0.97802 -0.10
H -0.00070 2.10584 -0.31615 0.08
H 1.04453 -0.15645 -2.64719 -0.01
```

Total charge: -1
2S+1: 1
HOMO in Ha: -0.1225
Kohn-Sham gap in eV: 7.64

=====

--- B ---
Density functional theory data (ωB97M-V with the def2-TZVPD basis set) for a cluster of 2 separate species, CH6N3S in total.

Geometry as XYZ:
```
11
Properties=species:S:1:pos:R:3:lowdin_charge:R:1
S 2.86824 0.56849 0.51345 -0.09
H 3.35572 1.09220 1.65285 -0.43
N -0.20836 0.73293 0.33692 0.04
C -0.60836 -0.40549 -0.32505 -0.68
N -2.00203 -0.49910 -0.48411 0.06
N 0.14119 -1.31404 -0.81832 0.07
H 0.84011 0.83642 0.52365 -0.12
H -0.82660 1.01851 1.07876 0.06
H -2.43745 0.36281 -0.76850 0.06
H -2.24024 -1.26617 -1.09353 0.06
H 1.11777 -1.12655 -0.61611 -0.04
```

Total charge: -1
2S+1: 1
HOMO in Ha: -0.1151
Kohn-Sham gap in eV: 7.23

=====

Computed relative energies in units of kcal/mol: A 0.0; B 4.0

=====

--- A ---
Density functional theory data (ωB97M-V with the def2-TZVPD basis set) for an isolated molecule of C17H27NO3.

Geometry as XYZ:
```
48
Properties=species:S:1:pos:R:3:lowdin_charge:R:1
C -7.23723 -1.05203 -1.24574 -0.09
H -7.48869 -2.07305 -1.52911 0.09
O -5.92018 -1.10593 -0.75632 -0.08
C -5.34214 0.05051 -0.31821 -0.27
C -5.95130 1.29665 -0.32103 -0.04
C -5.24541 2.39175 0.15624 -0.08
C -3.95949 2.26154 0.62822 -0.02
C -3.34048 1.00752 0.63225 -0.27
C -4.03724 -0.09107 0.15614 0.05
H -3.61646 -1.08274 0.13406 0.12
O -2.07849 0.98238 1.13984 -0.04
C -1.33603 -0.22006 1.12431 -0.20
C -0.74929 -0.52261 -0.25767 -0.17
C 0.06711 -1.82067 -0.29157 -0.20
C 1.57778 -1.61851 -0.16750 -0.21
C 2.02328 -1.05256 1.17736 -0.19
C 3.54786 -0.97733 1.26889 -0.21
N 4.12208 -0.18520 0.19491 -0.18
C 3.93577 1.24347 0.38232 -0.16
C 4.47167 1.98404 -0.84244 -0.20
H 4.39477 3.06403 -0.70533 0.13
O 5.83532 1.70820 -1.05795 -0.13
C 6.03364 0.32349 -1.21445 -0.20
C 5.53642 -0.45465 0.00377 -0.17
H 5.67480 -1.52398 -0.17017 0.12
H 6.13014 -0.15893 0.88799 0.13
H 7.10662 0.18006 -1.35321 0.12
H 5.49690 -0.03107 -2.10756 0.13
H 3.88780 1.68384 -1.72603 0.13
H 2.87315 1.46111 0.49198 0.12
H 4.46586 1.60186 1.28415 0.13
H 3.84014 -0.58631 2.26038 0.12
H 3.95123 -1.98962 1.17797 0.12
H 1.66302 -1.69173 1.98665 0.12
H 1.59910 -0.05961 1.32133 0.09
H 2.06721 -2.58389 -0.31637 0.11
H 1.92529 -0.95194 -0.95751 0.11
H -0.12049 -2.32799 -1.23999 0.11
H -0.27540 -2.48566 0.50495 0.11
H -1.57685 -0.58795 -0.96678 0.11
H -0.12740 0.31961 -0.56576 0.12
H -1.95012 -1.05937 1.47317 0.12
H -0.53925 -0.05718 1.85368 0.12
H -3.40853 3.10878 1.00262 0.11
H -5.71779 3.36281 0.15566 0.11
H -6.95687 1.43103 -0.68476 0.10
H -7.31385 -0.40394 -2.12492 0.09
H -7.93801 -0.70714 -0.47846 0.10
```

2S+1: 1
HOMO in Ha: -0.3025
Kohn-Sham gap in eV: 9.13

=====

--- B ---
Density functional theory data (ωB97M-V with the def2-TZVPD basis set) for an isolated molecule of C17H27NO3.

Geometry as XYZ:
```
48
Properties=species:S:1:pos:R:3:lowdin_charge:R:1
C -3.02133 2.91077 0.28879 -0.08
O -1.97145 2.10809 -0.19000 -0.10
C -2.21192 0.77553 -0.39249 -0.23
C -1.15953 0.02366 -0.92389 -0.14
C -1.35135 -1.33079 -1.13004 0.04
C -2.54869 -1.97656 -0.84488 -0.19
C -3.60313 -1.21586 -0.31951 -0.19
C -3.41068 0.14744 -0.10351 0.06
H -4.25172 0.68359 0.30362 0.12
O -4.85400 -1.64103 0.02309 -0.07
C -5.21431 -3.00104 -0.05994 -0.08
H -4.57815 -3.62702 0.56904 0.10
H -6.24076 -3.04379 0.30504 0.09
H -5.17750 -3.36806 -1.08749 0.09
O -2.74277 -3.32484 -1.06018 -0.12
C -1.67037 -4.08632 -1.55193 -0.09
H -2.04732 -5.10647 -1.61715 0.09
H -0.81087 -4.06177 -0.87408 0.10
H -1.35929 -3.75383 -2.54790 0.10
H -0.52547 -1.89313 -1.53397 0.11
C 0.15229 0.68166 -1.24417 -0.16
N 0.85318 1.02679 -0.01694 -0.03
H 0.20451 1.53038 0.58022 0.11
C 2.04222 1.84241 -0.21514 -0.36
C 3.17797 0.99083 -0.80697 -0.15
C 3.36167 -0.33087 -0.06108 -0.21
C 4.37002 -0.27767 1.08788 -0.21
C 4.30324 0.98435 1.95316 -0.21
H 4.77174 0.75576 2.91376 0.10
C 2.89100 1.51943 2.19567 -0.20
H 2.18068 0.69688 2.26792 0.11
C 2.43260 2.49564 1.11285 -0.16
H 3.22677 3.22308 0.92636 0.11
H 1.56535 3.05144 1.48192 0.11
H 2.88190 2.05340 3.14957 0.11
H 4.89937 1.77603 1.49391 0.10
H 5.38347 -0.35876 0.68561 0.10
H 4.20412 -1.15404 1.71930 0.11
H 2.38325 -0.62736 0.31721 0.10
H 3.69272 -1.10191 -0.76102 0.11
H 4.10118 1.57106 -0.80163 0.12
H 2.93638 0.78174 -1.85113 0.10
H 1.83639 2.66363 -0.93428 0.14
H -0.03733 1.57684 -1.86606 0.13
H 0.77838 -0.00636 -1.81796 0.12
H -3.87915 2.89862 -0.39073 0.10
H -2.61858 3.92160 0.34258 0.09
H -3.34477 2.59682 1.28656 0.10
```

2S+1: 1
HOMO in Ha: -0.2812
Kohn-Sham gap in eV: 8.47

=====

Computed relative energies in units of kcal/mol: A 0.0; B 4.7

=====

--- A ---
Density functional theory data (ωB97M-V with the def2-TZVPD basis set) for an isolated molecule of C4H6OS3.

Geometry as XYZ:
```
14
Properties=species:S:1:pos:R:3:lowdin_charge:R:1
C 0.15005 1.32596 0.92968 -0.53
C -0.55495 0.22614 0.09930 -0.55
C 0.39672 -0.91738 -0.10312 -0.80
C 0.05138 -1.72616 -1.26450 -0.69
H 2.30402 1.87585 -0.03346 -0.16
H 0.80019 0.86895 1.66123 0.02
H -0.61945 1.92355 1.41170 0.08
H -0.84625 0.61466 -0.91034 0.12
H -2.22909 -0.67763 0.16291 0.07
H 0.88276 -2.41541 -1.66498 0.08
O -1.61115 -0.30942 0.83695 -0.04
S 1.12729 2.50540 -0.05806 0.71
S 1.51355 -1.45387 0.91366 0.87
S -1.36506 -1.84063 -1.98097 0.80
```

2S+1: 1
HOMO in Ha: -0.3344
Kohn-Sham gap in eV: 7.05

=====

--- B ---
Density functional theory data (ωB97M-V with the def2-TZVPD basis set) for an isolated molecule of C4H6OS3.

Geometry as XYZ:
```
14
Properties=species:S:1:pos:R:3:lowdin_charge:R:1
C -1.62795 -0.31389 0.57946 -0.63
C -1.02668 -0.75935 -0.74045 -0.58
C 1.61301 0.10866 -0.04184 -1.09
C 1.30268 1.50611 -0.47128 -0.39
H -4.00765 -0.87024 0.19701 -0.13
H -1.11345 0.62192 0.90715 0.06
H -1.47344 -1.02178 1.37065 0.07
H -1.47474 -1.72770 -1.11626 0.09
H -1.25793 -0.05654 -1.50727 0.05
H 2.19909 2.17017 -0.47058 0.12
O 0.26629 1.85579 -0.86286 0.09
S -3.33904 0.29727 0.51006 0.70
S 0.69469 -1.22655 -0.74656 0.91
S 2.85882 -0.14643 0.95943 0.73
```

2S+1: 1
HOMO in Ha: -0.3402
Kohn-Sham gap in eV: 7.81

=====

Computed relative energies in units of kcal/mol: A 9.7; B 0.0

=====

--- A ---
Density functional theory data (ωB97M-V with the def2-TZVPD basis set) for an isolated molecule of C2H6P2.

Geometry as XYZ:
```
10
Properties=species:S:1:pos:R:3:lowdin_charge:R:1
C 0.32012 0.09899 0.04739 -0.97
C -0.08904 -1.35438 -0.08609 -0.26
P 1.95200 0.41233 0.17127 0.81
P -1.20822 1.15339 -0.39115 0.78
H 0.68434 -2.01252 0.16348 0.04
H -0.30641 -1.43856 -1.12174 0.06
H -1.03357 -1.53715 0.31705 0.03
H 2.07047 1.68702 -0.08105 -0.22
H -0.63688 2.31057 0.26044 -0.10
H -1.75280 0.68029 0.72041 -0.16
```

2S+1: 1
HOMO in Ha: -0.3264
Kohn-Sham gap in eV: 9.23

=====

--- B ---
Density functional theory data (ωB97M-V with the def2-TZVPD basis set) for an isolated molecule of C2H6P2.

Geometry as XYZ:
```
10
Properties=species:S:1:pos:R:3:lowdin_charge:R:1
C -0.58509 0.17305 0.80750 -0.36
C -1.27094 -0.82421 -0.05298 -0.26
P 0.98322 2.53321 -0.25477 0.47
P 1.05600 0.63926 0.75615 0.37
H -1.21679 -1.75477 0.66141 0.11
H -0.90744 -1.09986 -1.02655 0.04
H -2.32568 -0.49327 -0.23744 0.07
H 1.19812 2.10499 -1.50354 -0.29
H 2.30470 0.24806 0.36939 -0.08
H 1.43806 1.15831 1.94127 -0.07
```

2S+1: 1
HOMO (spin up / spin down) in Ha: -0.3026 / -0.2782
Kohn-Sham gap (spin up / spin down) in eV: 7.61 / 6.21

=====

Computed relative energies in units of kcal/mol: A 0.0; B 79.4

=====

--- A ---
Density functional theory data (ωB97M-V with the def2-TZVPD basis set) for a structure of composition C7H11BrN.

Geometry as XYZ:
```
20
Properties=species:S:1:pos:R:3:lowdin_charge:R:1
C -0.52532 1.52695 1.47838 -0.09
C 0.63491 0.82155 1.75787 -0.07
C -0.84341 1.74727 0.18815 -0.08
C 1.39985 0.16794 0.83601 -0.11
C -0.11567 1.19822 -0.97106 -0.20
C 0.92689 0.19085 -0.61204 -0.63
C -1.06811 -1.91697 -0.23990 0.01
N 0.29202 -1.55477 -0.96088 0.04
Br 2.49055 0.16417 -1.78069 0.83
H -1.26692 1.80683 2.22630 0.13
H 1.02448 0.78094 2.72205 0.10
H -1.83674 2.27437 0.02087 0.15
H 2.40850 -0.18822 1.19980 0.13
H -0.98463 0.81313 -1.56806 0.16
H 0.42307 2.04330 -1.40629 0.13
H -1.53305 -1.10263 0.40447 0.11
H -1.74519 -2.22905 -1.06718 0.10
H -0.97017 -2.85039 0.30715 0.08
H 0.32429 -1.52498 -1.96172 0.10
H 0.96464 -2.16849 -0.57324 0.10
```

Total charge: +1
2S+1: 1
HOMO in Ha: -0.4732
Kohn-Sham gap in eV: 8.72

=====

--- B ---
Density functional theory data (ωB97M-V with the def2-TZVPD basis set) for a cluster of 2 separate species, C7H11BrN in total.

Geometry as XYZ:
```
20
Properties=species:S:1:pos:R:3:lowdin_charge:R:1
C -1.03514 1.40744 0.20882 -0.09
C -0.22675 1.40074 1.38689 0.04
C -0.61162 1.14797 -1.03715 0.00
C 0.96985 0.69220 1.34909 -0.11
C 0.87607 0.76556 -1.19321 -0.19
C 1.45737 0.33446 0.10026 -0.65
C -1.18009 -1.76607 0.05356 -0.13
N 0.27452 -1.74349 -0.14508 0.01
Br 3.25414 -0.17573 -0.04895 0.92
H -2.02036 1.88813 0.19684 0.13
H -0.80863 1.66791 2.30377 0.15
H -1.20490 1.28914 -1.90494 0.12
H 1.64787 0.68968 2.20666 0.12
H 0.83034 0.10624 -2.03886 0.12
H 1.36767 1.67521 -1.36463 0.13
H -1.65067 -1.08412 -0.63019 0.06
H -1.70418 -2.81294 0.09834 0.13
H -1.46249 -1.37206 0.97168 0.05
H 0.56694 -1.81919 -1.11357 0.10
H 0.66007 -2.29107 0.60066 0.10
```

Total charge: +1
2S+1: 1
HOMO in Ha: -0.4869
Kohn-Sham gap in eV: 7.51

=====

Computed relative energies in units of kcal/mol: A 0.0; B 10.4

=====

--- A ---
Density functional theory data (ωB97M-V with the def2-TZVPD basis set) for an isolated molecule of C3H2ClFOS.

Geometry as XYZ:
```
9
Properties=species:S:1:pos:R:3:lowdin_charge:R:1
C 0.98246 -0.19696 0.04548 -0.80
C -0.15046 0.57319 -0.09816 -0.19
C -1.44396 0.49520 -0.16558 -0.63
H 1.68432 -1.90341 0.41901 0.05
H 0.14980 1.64965 0.16868 0.16
O 0.81165 -1.55775 0.34765 -0.02
F -2.20829 1.61386 0.11130 0.01
S 2.52036 0.31476 -0.41600 0.70
Cl -2.34588 -0.98853 -0.41239 0.73
```

2S+1: 1
HOMO in Ha: -0.3423
Kohn-Sham gap in eV: 8.16

=====

--- B ---
Density functional theory data (ωB97M-V with the def2-TZVPD basis set) for an isolated molecule of C3H2ClFOS.

Geometry as XYZ:
```
9
Properties=species:S:1:pos:R:3:lowdin_charge:R:1
C -0.46381 0.17881 -1.16808 -0.84
C -0.47986 -0.13057 0.11947 -0.49
C 0.68695 -0.01248 2.55995 -0.48
H -1.40265 0.17636 0.74315 0.13
H -0.33548 0.28693 2.78180 0.07
O 1.51708 0.27204 3.51576 -0.08
F 0.65714 0.11724 -2.00838 -0.06
S 1.00923 -0.56267 0.87293 0.99
Cl -1.81883 0.29961 -2.15357 0.76
```

2S+1: 1
HOMO in Ha: -0.3457
Kohn-Sham gap in eV: 9.47

=====

Computed relative energies in units of kcal/mol: A 0.0; B 7.9